1.
2 unconnected molecules or ions with the total composition C4H7NO2 at a distorted geometry. Source: OMol25; level of theory: wB97M-V/def2-TZVPD.

Computed properties:
E_HOMO ... -8.40 eV
E ... -361.63108 Ha
E_LUMO ... -3.2 eV

Structure (ORCA input):
```
! wB97M-V def2-TZVPD RIJCOSX def2/J DEFGRID3
* xyz 0 1
O -1.3007 0.2416 1.3961
C -0.7664 1.3890 1.4634
N -0.8988 2.3493 0.6123
C 0.9932 -0.2550 -0.1904
C -0.3024 -0.4232 -0.6945
C 0.8812 -1.2368 -1.5240
O 1.3546 -2.3203 -1.3142
H -0.1211 1.5590 2.3558
H -0.2840 3.1236 0.8322
H 1.5659 -0.8600 0.4806
H 1.4097 0.7249 -0.3984
H -0.6408 0.4449 -1.2330
H -1.0278 -1.1312 -0.3103
H 1.0328 -0.8907 -2.5562
*
```

Here are the natural (NBO) charges for atoms 1 to 6, given in e: atom 1 (O): -0.694, atom 2 (C): 0.404, atom 3 (N): -0.821, atom 4 (C): -0.260, atom 5 (C): -0.288, atom 6 (C): 0.323

***

2.
4 unconnected molecules or ions with the total composition C3H15NO4 at a distorted geometry. Source: OMol25; level of theory: wB97M-V/def2-TZVPD.

Computed properties:
E_HOMO ... -10.12 eV
E ... -478.98832 Ha
E_LUMO ... 0.4 eV
SMILES ... C[C@H](O)CN.O.O.O

Structure (ORCA input):
```
! wB97M-V def2-TZVPD RIJCOSX def2/J DEFGRID3
* xyz 0 1
C -0.5895 0.1394 1.5818
C 0.0057 0.0601 0.1808
O 0.2392 1.3607 -0.3116
C -0.9160 -0.6457 -0.8095
N -0.3042 -0.6075 -2.1324
H 0.0143 -0.3800 2.3082
H -0.6790 1.1898 1.8371
H -1.5757 -0.3100 1.5848
H 0.9644 -0.4792 0.2320
H 0.4161 1.3856 -1.2518
H -1.0059 -1.6579 -0.3853
H -1.8619 -0.1243 -0.7785
H -0.7576 -1.2945 -2.7178
H 0.6790 -0.8354 -2.0721
O 0.9256 3.9737 1.3316
H 1.5408 4.6526 1.0375
H 1.4051 3.1443 1.1726
O 1.1420 -6.0514 2.8196
H 1.0965 -5.1933 2.3831
H 1.8648 -5.9943 3.4512
O -1.1541 2.6693 -2.9338
H -0.7881 3.1512 -3.6845
H -0.6616 1.8466 -2.8430
*
```

Here are the natural (NBO) charges for atoms 1 to 6, given in e: atom 1 (C): -0.634, atom 2 (C): 0.102, atom 3 (O): -0.733, atom 4 (C): -0.240, atom 5 (N): -0.865, atom 6 (H): 0.210

***

3.
2 unconnected molecules or ions with the total composition C7H12NO at a distorted geometry. Source: OMol25; level of theory: wB97M-V/def2-TZVPD.

Computed properties:
E_HOMO ... -12.90 eV
E ... -403.47188 Ha
E_LUMO ... -3.8 eV

Structure (ORCA input):
```
! wB97M-V def2-TZVPD RIJCOSX def2/J DEFGRID3
* xyz 1 1
C 0.1843 1.8638 1.3995
C -0.7131 2.5498 -1.0530
C -1.6144 1.3810 -0.6094
C 1.6762 -1.9753 1.0561
C -0.4665 1.9393 0.2552
C 0.6880 -1.8081 -0.0620
C 0.6006 -1.9731 -1.4400
N 0.3205 -1.3380 1.0542
O -0.1514 0.8129 2.2352
H 1.0008 2.4357 1.7512
H 0.0886 2.4441 -1.7750
H -1.1340 3.5117 -0.9189
H -2.6023 1.6180 -0.1910
H -1.4000 0.2867 -0.5685
H 1.9253 -3.0227 1.5606
H 2.4711 -1.2486 1.0300
H -0.2588 -1.6316 -1.8500
H 0.7629 -3.0038 -1.9050
H 1.3889 -1.2892 -1.7644
H -0.0327 -0.4697 1.6847
H 0.1647 0.8357 3.1888
*
```

Here are the natural (NBO) charges for atoms 1 to 6, given in e: atom 1 (C): 0.065, atom 2 (C): -0.402, atom 3 (C): -0.446, atom 4 (C): -0.280, atom 5 (C): -0.050, atom 6 (C): 0.473

***

4.
A single C9H13N5O molecule at a distorted geometry. Source: OMol25; level of theory: wB97M-V/def2-TZVPD.

Computed properties:
E_HOMO (spin up / spin down) ... -6.71 / -9.23 eV
E ... -699.59828 Ha
E_LUMO (spin up / spin down) ... -0.5 / -1.1 eV

Structure (ORCA input):
```
! wB97M-V def2-TZVPD RIJCOSX def2/J DEFGRID3
* xyz 0 3
C -1.5066 -0.7229 0.2336
C -0.3991 -0.1418 1.1311
C -2.4878 -1.3015 1.1028
C -2.0399 0.6025 2.6052
C 1.3831 -1.1572 0.0564
C 1.6173 -0.4913 -1.1973
C 1.2047 -1.0443 -2.5185
C 1.7736 1.8539 -2.3380
C 2.2938 0.7808 -1.2356
N -1.5409 -0.5907 -0.9729
N 0.8818 -0.2383 1.0724
N -0.8719 0.7234 2.0894
N -2.8564 -0.4229 2.2019
N -2.4733 1.4284 3.5963
O -3.0702 -2.3323 0.9115
H 0.6245 -1.9702 -0.0307
H 2.2951 -1.7382 0.4635
H 1.0242 -2.2171 -2.5332
H 1.9551 -0.7538 -3.2299
H 0.3708 -0.5814 -2.9713
H 0.7450 1.8441 -1.9365
H 1.6892 1.4530 -3.3049
H 2.2885 2.7456 -2.2454
H 2.2314 1.2364 -0.3505
H 3.3619 0.7422 -1.4964
H -3.5457 -0.9365 2.7855
H -1.8029 2.1474 3.8789
H -3.1453 1.0829 4.2328
*
```

Here are the natural (NBO) charges for atoms 1 to 6, given in e: atom 1 (C): -0.076, atom 2 (C): 0.359, atom 3 (C): 0.652, atom 4 (C): 0.606, atom 5 (C): -0.305, atom 6 (C): 0.084

***

5.
A molecular structure, C20H26N2O2SiV at a distorted geometry. Source: OMol25; level of theory: wB97M-V/def2-TZVPD.

Computed properties:
E_HOMO (spin up / spin down) ... -4.95 / -5.33 eV
E ... -2270.89212 Ha
E_LUMO (spin up / spin down) ... 0.0 / 0.0 eV

Structure (ORCA input):
```
! wB97M-V def2-TZVPD RIJCOSX def2/J DEFGRID3
* xyz 0 4
C 0.5345 -1.6597 -1.4318
C 1.3277 -0.5448 -1.7281
C 2.5952 -0.6850 -1.1503
H 0.9815 0.3252 -2.2840
C 2.6711 -1.9999 -0.5753
C 1.3790 -2.6304 -0.8184
H 1.2001 -3.7154 -0.7777
H -0.5045 -1.8147 -1.7663
H 3.3776 0.1014 -1.0977
H 3.5703 -2.4570 -0.1203
V 1.2237 -0.9915 0.5721
C 0.2998 1.5668 2.1734
H 1.3896 1.3327 2.2730
H -0.3082 0.9839 2.9306
H 0.2242 2.7205 2.1181
Si -0.8128 1.6672 0.0827
C -2.6664 1.3103 0.0698
C -3.1638 0.8079 -1.1653
H -2.5026 0.7843 -2.0458
C -4.4720 0.3841 -1.2769
H -4.7683 0.0035 -2.2235
C -5.3244 0.4023 -0.1780
H -6.3328 0.0138 -0.2858
C -4.8486 0.9620 1.0007
H -5.5428 1.0424 1.8204
C -3.5245 1.3948 1.1664
H -3.1831 1.7947 2.1174
C 0.2553 2.7839 -0.9712
C -0.4641 3.3458 -2.0255
H -1.5496 3.2530 -2.0710
C 0.2355 3.9648 -3.0558
H -0.2766 4.4991 -3.8446
C 1.6267 3.8694 -3.1339
H 2.2063 4.2763 -3.9715
C 2.3351 3.3021 -2.0664
H 3.4266 3.3077 -2.0242
C 1.6652 2.7034 -1.0040
H 2.1779 2.0940 -0.2380
H -0.2342 0.1333 1.0621
H -0.5116 1.0465 -1.2868
C 3.2037 -4.1395 3.2749
O 1.8963 -4.3281 2.5742
C 1.3691 -3.1780 2.1414
O 1.8843 -2.0558 2.3245
N 0.2295 -3.3775 1.4230
N -0.4284 -2.0998 1.1135
H 3.5051 -5.1180 3.6742
H 3.1243 -3.3680 4.0523
H 3.9641 -3.7719 2.5730
H -0.3678 -4.1520 1.7401
H -1.1343 -2.2843 0.3878
H -0.9577 -1.8056 1.9529
*
```

Here are the natural (NBO) charges for atoms 1 to 6, given in e: atom 1 (C): -0.359, atom 2 (C): -0.247, atom 3 (C): -0.372, atom 4 (H): 0.255, atom 5 (C): -0.399, atom 6 (C): -0.361

***

6.
2 unconnected molecules or ions with the total composition C6H14N2O2 at a distorted geometry. Source: OMol25; level of theory: wB97M-V/def2-TZVPD.

Computed properties:
E_HOMO ... -9.19 eV
E ... -497.03248 Ha
E_LUMO ... 0.6 eV
SMILES ... CNC(C)=O.CNC(C)=O

Structure (ORCA input):
```
! wB97M-V def2-TZVPD RIJCOSX def2/J DEFGRID3
* xyz 0 1
C -2.3930 0.3999 -1.2237
N -0.9497 0.5386 -1.2431
C -0.2325 0.2563 -2.3439
C 1.2298 0.6976 -2.3153
O -0.7123 -0.1850 -3.3782
H -2.6839 -0.5596 -0.7735
H -2.8094 1.1532 -0.5603
H -2.6975 0.3498 -2.2654
H -0.5349 0.8705 -0.3844
H 1.5567 1.1894 -1.3993
H 1.8854 -0.1589 -2.3685
H 1.3071 1.2299 -3.2607
C -0.0605 -1.8669 0.6896
N 0.8176 -1.0044 1.4604
C 0.3898 0.2089 1.9141
C 1.2973 0.8683 2.9146
O -0.6653 0.7107 1.5501
H 0.4236 -2.5414 -0.0096
H -0.6390 -2.4956 1.3738
H -0.6929 -1.2571 0.0712
H 1.5590 -1.4234 1.9964
H 0.9104 1.8584 3.1244
H 1.3592 0.2948 3.8363
H 2.3350 0.8661 2.5950
*
```

Here are the natural (NBO) charges for atoms 1 to 6, given in e: atom 1 (C): -0.425, atom 2 (N): -0.628, atom 3 (C): 0.670, atom 4 (C): -0.710, atom 5 (O): -0.652, atom 6 (H): 0.181